Entry 1:
ORCA calculation (ωB97M-V with the def2-TZVPD basis set) on C23H35N3OReSi3 as an isolated structure at a distorted geometry.

XYZ file:
```
66
Properties=species:S:1:pos:R:3:forces:R:3
Re 0.55451 -0.03228 0.21029 -4.0320 -0.0030 -2.5199
Si -1.72724 -1.98467 -1.06538 0.2238 -0.5455 0.0531
Si -2.28155 1.06587 -1.68623 -0.3253 0.5457 -0.7101
Si -0.88877 -0.04069 2.36730 0.0718 -0.1429 0.4605
O 2.45158 -0.15741 -0.22020 -1.0213 -0.1986 0.4077
N 0.66636 -2.13652 0.30025 0.8887 -0.0039 0.2784
N 0.99594 2.02619 0.40017 0.3335 -1.0663 -0.0125
N 2.07221 3.91907 0.44663 0.0226 -0.2748 -0.0756
C 3.46808 1.99351 -0.15404 -0.0792 -0.7054 -0.0979
C -0.08896 -4.29254 -0.34098 0.0139 -0.0017 0.0651
C 5.88257 0.78278 -0.87466 -0.0363 0.1409 -0.0316
C -2.63089 2.76930 -0.95982 0.3292 -0.3674 0.1350
C 0.78359 4.19899 0.83213 -0.2596 -0.0776 0.0362
C -0.73389 -1.79121 3.07855 -0.0304 0.3514 -0.2170
C -3.28211 -2.51834 -0.17002 0.0941 0.2724 -0.1162
C -2.72208 0.38723 2.23134 0.4072 -0.0180 -0.0775
C 2.20764 2.60358 0.20260 -0.0348 0.4976 0.0690
C -3.98035 0.34153 -2.04965 0.3283 -0.1724 0.1367
C -1.20055 -0.16810 -0.61323 3.4836 0.7807 1.9539
C 0.12465 3.02300 0.81636 -0.1048 0.2093 0.0628
C 1.02264 -4.88016 0.24616 0.0139 0.0720 0.0333
C 4.65186 2.73939 -0.24102 -0.0361 0.1085 -0.0264
C -1.17009 1.20859 -3.21227 -0.3024 -0.0687 0.2133
C 1.74679 -2.70109 0.87759 0.1255 -0.2244 0.1133
C 3.52623 0.60550 -0.39193 1.0383 0.8025 -0.0935
C -0.02232 1.18385 3.52538 -0.2239 -0.2246 -0.1846
C 1.95959 -4.06216 0.86551 -0.1601 -0.0069 -0.0533
C -0.25428 -2.91926 -0.30300 -0.4591 0.1041 -0.2326
C -1.67767 -2.31455 -2.90821 -0.0932 0.3287 0.1855
C 5.84348 2.14700 -0.58535 0.0778 0.0068 -0.0115
C 4.73797 0.02379 -0.78789 -0.5261 -0.1977 0.1793
H -1.40655 -1.84666 3.93799 0.0102 -0.0108 0.0237
H -0.71123 -2.05458 -3.34273 0.0343 -0.0024 0.0799
H -0.41791 2.19427 3.41796 0.0226 -0.0116 0.0242
H -2.88717 2.75287 0.09964 -0.0520 0.0245 -0.0161
H -0.83922 -4.89741 -0.83403 0.0210 -0.0348 0.0135
H 2.84630 -4.46894 1.32931 -0.0186 0.0066 0.0465
H -4.63932 0.40410 -1.18140 0.0363 0.0178 0.0318
H 2.45542 -2.04715 1.36605 -0.0257 0.0854 -0.0895
H -0.89447 2.80342 1.07031 -0.0090 0.0367 -0.0187
H 6.74733 2.73740 -0.63245 -0.0191 0.0162 -0.0154
H -4.12907 -1.86289 -0.37661 0.0349 -0.0362 0.0038
H -3.17125 0.25963 3.21921 -0.0243 0.0075 0.0028
H -3.49744 3.17191 -1.48856 -0.0174 -0.0970 -0.0765
H -2.89702 1.41926 1.92607 0.0140 0.0301 0.0083
H 6.81379 0.31905 -1.16977 0.0002 -0.0085 0.0143
H 1.06081 1.22536 3.40152 -0.0009 -0.0522 -0.0269
H -3.98023 -0.68873 -2.40408 -0.0701 0.0538 -0.0212
H -2.44398 -1.76158 -3.45099 0.0056 -0.0550 -0.0158
H 2.80162 4.60329 0.33308 0.0510 -0.0058 0.0510
H -1.80281 3.45770 -1.11899 0.0356 0.0228 0.0462
H -4.43512 0.94923 -2.83579 0.0744 0.0625 -0.0174
H -3.24556 -0.26584 1.53080 0.0095 -0.0092 0.0403
H 0.45887 5.19287 1.08510 -0.0024 -0.0117 -0.0100
H -1.52635 0.57344 -4.02468 0.0307 -0.0148 0.0102
H -1.18427 2.23957 -3.57143 -0.0300 0.0048 0.0038
H -0.22138 0.86017 4.55047 -0.0224 0.0229 0.0131
H -3.14135 -2.56294 0.91063 0.0704 0.0179 -0.0174
H -1.02327 -2.57524 2.37719 -0.0450 0.0071 0.0348
H -1.85296 -3.37697 -3.09263 -0.0025 -0.0325 0.0984
H -3.56155 -3.51927 -0.50894 0.0766 -0.0167 -0.0536
H 0.27533 -2.00449 3.43481 0.0122 0.0255 -0.0200
H -0.13583 0.93978 -2.99751 0.0123 0.0210 -0.0138
H 1.15514 -5.95382 0.23117 0.0070 0.0024 -0.0387
H 4.74518 -1.03771 -0.99956 0.0401 0.0096 0.0047
H 4.65057 3.80077 -0.02755 0.0130 0.0037 -0.0233
```
Forces are in eV/Å.

Properties
- spin multiplicity = 2
- E (eV) = -56687.9072
- M (g/mol) = 640.02
- LUMO energy (spin up / spin down) (eV) = -8.5 / -7.9
- net charge = +2
- orbital gap (spin up / spin down) (Ha) = 0.20318 / 0.22395
- ΔE to the lowest compared entry with this formula, charge and spin (kcal/mol) = 0.0
- highest occupied orbital energy (spin up / spin down) (Ha) = -0.514 / -0.514

Entry 2:
ORCA calculation (ωB97M-V with the def2-TZVPD basis set) on a 2-piece molecular cluster, C5H13N2 overall at a distorted geometry.

XYZ file:
```
20
Properties=species:S:1:pos:R:3:forces:R:3
N -1.49241 -0.24116 0.02165 0.7010 0.7116 0.2863
N 1.16975 -0.75362 -0.73313 -1.4401 -0.8692 0.7821
C -0.87748 -0.52148 1.30016 0.3368 1.3585 -0.2917
C 2.46543 -0.68736 -0.04927 1.3240 -0.0849 -3.2432
C 0.12326 1.77535 0.23785 0.4463 0.4905 1.4147
C -0.38763 0.41341 0.22404 -1.1265 -1.5289 0.8326
C -2.63886 -0.66481 -0.76839 1.8290 0.5315 -0.6033
H -2.25822 -1.18729 -1.62546 0.2404 -1.3887 -0.0247
H -3.14492 -1.21885 -0.03206 -1.4943 -0.8585 -0.0063
H 3.18256 -1.06890 -0.80394 0.0930 -0.0644 0.6920
H 1.34822 -0.44294 -1.73046 -0.7995 -1.0784 1.5161
H 1.14386 1.65769 0.58064 0.7879 0.3326 -1.0407
H 0.72080 -1.73760 -0.58969 1.1531 2.3597 -1.1264
H -0.16292 2.42148 1.12434 -0.8579 -1.0909 -0.8920
H -0.41769 -1.42888 1.59403 0.5801 -1.1421 -0.6263
H -3.14000 0.09366 -1.32784 -0.8026 1.2087 0.7542
H -1.22465 -0.01373 2.17478 -0.8195 0.3506 0.3728
H 2.68560 -1.17262 0.84564 -0.7251 -1.1841 1.5324
H -0.10973 2.28464 -0.67185 0.5510 0.5223 -0.5546
H 2.78020 0.31287 0.06593 0.0231 1.4238 0.2260
```
Forces are in eV/Å.

Properties
- E (eV) = -8365.9981
- M (g/mol) = 101.17
- LUMO energy (eV) = -3.2
- net charge = +1
- orbital gap (Ha) = 0.38727
- ΔE to the lowest compared entry with this formula, charge and spin (kcal/mol) = 111.0
- highest occupied orbital energy (Ha) = -0.503

Entry 3:
ORCA calculation (ωB97M-V with the def2-TZVPD basis set) on C29H24N6O2STe4Ti as an isolated structure at a distorted geometry.

XYZ file:
```
67
Properties=species:S:1:pos:R:3:forces:R:3
Te -1.09131 -3.93523 -6.93026 0.0575 0.0042 -0.1569
Te 1.81251 -4.58141 -2.86384 0.0672 0.0144 0.0098
Te 0.73111 -2.17277 -3.37070 -0.0296 -0.0685 0.0554
Te -1.67194 -2.74958 -4.61259 -0.1977 0.1423 0.2045
Ti -0.69025 -0.75333 -1.22824 0.0784 -1.3439 0.0419
S 2.43399 -1.00538 0.44073 -0.1500 -0.0930 0.1426
O 2.62903 -2.39553 0.17376 0.0238 0.0301 -0.0707
O 3.15798 -0.01993 -0.32775 0.0532 0.0084 0.0695
N -1.26535 -2.60083 -0.46838 0.0341 0.2659 0.6392
N -0.95074 0.57527 0.50057 0.1237 0.1163 -0.2936
N -2.59951 -0.82601 -1.31532 -0.1573 0.2000 0.1013
N -3.31063 -1.52790 -0.37897 -0.0364 -0.1949 -0.2027
N -1.07236 0.67208 -2.54809 0.0088 0.4662 -0.1143
N 0.83545 -0.73212 0.45416 0.3707 0.6596 -0.5024
C 0.37621 4.07151 -2.09789 0.0011 -0.0237 0.0187
C -3.28646 0.06931 -2.11422 0.0286 0.1014 -0.0628
C -0.45452 -3.60033 -0.03506 -0.0212 -0.0652 0.1132
C 1.20683 1.46398 -2.48983 -0.0062 -0.0023 0.0744
C -4.32357 1.91848 -3.89222 -0.0006 -0.0060 0.0052
C -0.82620 -4.47399 0.94515 -0.0394 0.0273 0.0040
C 4.37032 0.15076 3.80086 0.0042 -0.0136 0.0091
C 3.64367 -0.46858 4.81150 0.0063 0.0108 -0.0021
C -2.94398 1.80795 -3.75327 -0.0374 -0.0068 -0.0174
C 2.54013 -1.24427 4.46098 -0.0008 -0.0061 -0.0069
C -5.17561 1.12517 -3.13071 -0.0124 0.0061 -0.0167
C 0.32847 2.82367 1.38290 -0.0344 -0.0183 -0.0149
C 1.06850 1.68843 1.14959 -0.2156 0.0958 0.1066
C -2.51724 -2.47833 0.08380 -0.3599 0.3158 -0.0648
C 4.00137 0.01250 2.46950 -0.0171 0.0275 -0.0097
C -2.08919 -4.30363 1.57484 0.0559 0.0304 -0.0325
C 1.73737 3.77880 -2.08119 0.0047 0.0112 -0.0001
C -0.56296 3.07496 -2.28171 -0.0022 0.0404 -0.0404
C -4.66481 0.19141 -2.23841 0.0238 -0.0738 -0.0396
C -1.05677 2.84126 1.17452 0.0484 0.0122 -0.0126
C 0.36866 0.53350 0.74532 0.3451 -0.2222 0.0195
C 2.13974 2.46705 -2.26863 0.0258 0.0060 -0.0236
C 2.89716 -0.75482 2.14461 -0.0396 -0.0397 0.0167
C 4.02269 -0.28413 6.25696 0.0010 0.0021 -0.0001
C -1.64430 1.70344 0.67876 -0.1062 -0.0887 0.1159
C -0.16540 1.74072 -2.48766 -0.1208 -0.0424 0.0483
C 2.16641 -1.39527 3.13652 -0.0068 0.0052 0.0036
C -2.41973 0.89592 -2.84873 0.0430 0.0622 0.0657
C -2.92648 -3.31559 1.16608 0.1271 -0.2890 -0.1199
H 1.96927 -1.74192 5.23700 0.0005 0.0010 0.0002
H 2.46731 4.56355 -1.92329 0.0009 -0.0004 -0.0036
H 0.51728 -3.67254 -0.50681 0.0174 0.0261 -0.0275
H 3.78376 -1.17170 6.84362 0.0004 -0.0005 -0.0007
H 3.48109 0.55683 6.69707 -0.0026 -0.0016 0.0019
H -4.73433 2.61882 -4.60952 0.0045 0.0018 -0.0016
H -2.27763 2.41743 -4.35065 -0.0133 -0.0151 -0.0118
H -2.69185 1.65427 0.40257 0.0082 0.0007 -0.0174
H 3.18991 2.20452 -2.24900 -0.0086 -0.0178 0.0109
H 2.14274 1.69277 1.22423 0.0269 -0.0282 0.0218
H 5.08893 -0.08135 6.36254 -0.0004 -0.0005 -0.0003
H 5.23809 0.74870 4.05726 0.0001 0.0013 0.0003
H -5.30108 -0.45892 -1.65460 -0.0030 0.0018 -0.0024
H 0.83316 3.72954 1.69774 0.0093 -0.0041 -0.0057
H -6.24847 1.22089 -3.25077 0.0008 -0.0042 0.0052
H 1.54514 0.45162 -2.66945 0.0242 -0.0097 -0.0295
H 4.55806 0.49503 1.67632 0.0014 -0.0002 -0.0009
H -3.89382 -3.13181 1.61195 -0.0140 -0.0274 -0.0120
H -1.61691 3.31530 -2.25453 0.0246 0.0081 0.0222
H 0.03964 5.09070 -1.94055 -0.0010 -0.0006 -0.0059
H -0.14799 -5.26320 1.23683 -0.0029 0.0014 -0.0079
H 1.31454 -2.00494 2.85944 -0.0041 -0.0018 -0.0017
H -1.63889 3.73917 1.32528 0.0026 -0.0019 0.0090
H -2.37626 -4.95997 2.38988 -0.0124 0.0082 -0.0030
```
Forces are in eV/Å.

Properties
- E (eV) = -106626.0886
- M (g/mol) = 1078.88
- LUMO energy (eV) = 3.5
- net charge = -2
- orbital gap (Ha) = 0.14532
- ΔE to the lowest compared entry with this formula, charge and spin (kcal/mol) = 25.9
- highest occupied orbital energy (Ha) = -0.017